The ion C21H28NO2 with charge +1, computed with the ωB97M-V functional and the def2-TZVPD basis.

Element x y z (Å)
C  -4.234  -0.794  -1.052
C  -4.812  0.580  -0.741
H  -4.483  1.296  -1.497
H  -5.901  0.530  -0.781
C  -4.397  1.088  0.649
C  -2.919  1.322  0.717
C  -2.062  0.354  1.229
C  -0.695  0.543  1.225
C  -0.160  1.718  0.710
C  -0.996  2.708  0.223
C  -2.365  2.497  0.227
H  -3.013  3.272  -0.155
H  -0.606  3.644  -0.144
O  1.232  1.794  0.723
C  1.886  2.792  -0.039
C  3.309  2.292  -0.369
O  4.019  1.925  0.786
H  4.092  2.673  1.389
C  3.268  1.047  -1.271
N  2.604  -0.071  -0.559
H  2.028  0.399  0.185
C  1.676  -0.848  -1.401
C  0.942  -1.877  -0.578
C  -0.281  -2.359  -1.029
C  -0.978  -3.297  -0.293
C  -0.454  -3.760  0.903
C  0.762  -3.283  1.354
C  1.473  -2.339  0.622
C  2.769  -1.792  1.162
C  3.540  -0.989  0.124
H  4.318  -0.396  0.606
H  3.992  -1.643  -0.625
H  3.394  -2.611  1.521
H  2.552  -1.156  2.026
H  1.171  -3.640  2.288
H  -0.992  -4.493  1.484
H  -1.928  -3.663  -0.650
H  -0.684  -1.994  -1.962
H  0.951  -0.171  -1.860
H  2.248  -1.332  -2.201
H  4.286  0.755  -1.535
H  2.722  1.280  -2.185
H  3.828  3.094  -0.916
H  1.349  2.992  -0.973
H  1.943  3.725  0.537
H  -0.039  -0.211  1.631
H  -2.464  -0.562  1.633
H  -4.693  0.355  1.400
H  -4.925  2.021  0.853
H  -4.572  -1.524  -0.320
H  -4.557  -1.124  -2.036
H  -3.145  -0.769  -1.035

As for the SMILES: CCCc1ccc(OC[C@@H](O)C[N@@H+]2CCc3ccccc3C2)cc1. The electronic energy is -1022.0377 Eh. The value obtained for the relative energy (zero: lowest compared OMol25 entry of this formula, charge and spin) is 9.9 kcal per mole. As for the charge: +1.